Entry 1:
{"formula": "C6H8CuLiO6", "method": "ωB97M-V with the def2-TZVPD basis set", "symbols": ["O", "O", "C", "C", "O", "C", "H", "H", "H", "H", "O", "C", "C", "O", "C", "H", "H", "H", "H", "O", "Cu", "Li"], "xyz": [[-0.400, -1.227, -0.123], [-2.284, 1.223, -0.751], [-1.498, -1.993, 0.238], [-2.824, -1.321, -0.093], [-3.119, -0.195, 0.741], [-2.927, 1.109, 0.314], [-1.419, -2.227, 1.318], [-1.526, -2.969, -0.291], [-3.639, -2.040, 0.070], [-2.828, -1.027, -1.156], [0.827, 1.428, -0.427], [0.697, 2.861, -0.381], [1.044, 3.179, 1.075], [1.611, 1.951, 1.562], [1.465, 0.988, 0.674], [1.397, 3.274, -1.115], [-0.323, 3.138, -0.664], [0.155, 3.397, 1.677], [1.788, 3.974, 1.182], [2.170, -0.001, 0.635], [1.455, -2.002, 0.338], [-0.722, 0.271, -1.105]], "e_above_lowest_kcal_mol": 25.96, "largest_force_ev_per_a": 3.06, "total_charge": 0, "spin_multiplicity": 1, "e_homo_ev": -6.0843}

***

Entry 2:
{"formula": "H5N2OP", "method": "ωB97M-V with the def2-TZVPD basis set", "symbols": ["N", "N", "O", "P", "H", "H", "H", "H", "H"], "xyz": [[-1.333, 0.218, 0.789], [1.394, -0.082, 0.592], [-0.048, -2.137, 0.964], [-0.031, -0.840, 0.241], [-1.720, 0.992, 0.321], [-2.141, -0.380, 0.933], [1.966, -0.902, 0.707], [1.682, 0.680, 0.031], [0.461, -0.791, -1.923]], "e_above_lowest_kcal_mol": 66.96, "largest_force_ev_per_a": 3.07, "total_charge": 0, "spin_multiplicity": 1, "e_homo_ev": [-9.3948, -9.3956]}

***

Entry 3:
{"formula": "C3H4MgNaO3", "method": "ωB97M-V with the def2-TZVPD basis set", "symbols": ["O", "C", "C", "C", "O", "O", "Mg", "Na", "H", "H", "H", "H"], "xyz": [[1.245, -0.448, 0.123], [0.417, -1.559, -0.167], [-0.986, -1.462, 0.456], [-1.987, -0.154, -0.157], [-1.397, 0.948, -0.012], [-2.154, -0.977, -1.111], [3.058, -0.362, -0.246], [0.307, 1.309, 0.973], [0.877, -2.480, 0.234], [0.368, -1.728, -1.256], [-1.893, -1.949, 0.845], [-0.673, -1.801, 1.468]], "e_above_lowest_kcal_mol": 153.35, "largest_force_ev_per_a": 7.10, "total_charge": 1, "spin_multiplicity": 1, "e_homo_ev": [-13.8137, -10.9454]}

***

Entry 4:
{"formula": "C6H12N2O", "method": "ωB97M-V with the def2-TZVPD basis set", "symbols": ["C", "C", "C", "C", "C", "C", "N", "N", "O", "H", "H", "H", "H", "H", "H", "H", "H", "H", "H", "H", "H"], "xyz": [[-1.000, 0.947, 0.390], [-1.942, 1.719, -0.464], [1.878, -1.417, 0.182], [0.224, -1.063, 2.165], [0.495, 0.594, -1.208], [0.645, -0.804, 0.758], [-0.196, 0.169, -2.311], [-0.078, 0.020, 0.013], [1.528, 1.217, -1.243], [-1.175, 1.007, 1.453], [-0.930, -0.513, -2.217], [0.229, 0.351, -3.204], [-2.822, 1.137, -0.785], [-1.459, 2.164, -1.336], [-2.336, 2.566, 0.099], [-0.821, -1.388, 2.217], [1.672, -1.949, -0.753], [2.628, -0.650, -0.037], [2.311, -2.122, 0.887], [0.847, -1.827, 2.623], [0.303, -0.154, 2.771]], "e_above_lowest_kcal_mol": 57.10, "largest_force_ev_per_a": 2.41, "total_charge": 0, "spin_multiplicity": 1, "e_homo_ev": [-6.1298, -6.2332]}

***

Entry 5:
{"formula": "C9H7ClINOS", "method": "ωB97M-V with the def2-TZVPD basis set", "symbols": ["C", "S", "O", "C", "Cl", "C", "N", "C", "C", "C", "C", "C", "C", "I", "H", "H", "H", "H", "H", "H", "H"], "xyz": [[1.045, -0.880, -2.517], [0.590, -1.262, -0.730], [-0.057, -2.534, -0.825], [1.830, -1.392, 0.629], [2.947, -2.674, 0.240], [2.240, -0.178, 1.123], [2.324, 0.788, 1.759], [-0.609, -0.087, -0.123], [-1.626, -0.589, 0.747], [-2.379, 0.342, 1.424], [-2.059, 1.736, 1.427], [-0.917, 2.202, 0.711], [-0.148, 1.217, 0.010], [1.365, 2.149, -1.166], [2.119, -1.026, -2.762], [0.778, 0.064, -2.991], [0.615, -1.889, -2.794], [-1.901, -1.669, 0.868], [-3.059, -0.151, 2.123], [-2.372, 2.522, 2.077], [-0.725, 3.311, 0.770]], "e_above_lowest_kcal_mol": 47.67, "largest_force_ev_per_a": 3.25, "total_charge": 0, "spin_multiplicity": 1, "smiles": "C[S@@](=O)(=C(Cl)C#N)c1ccccc1I", "e_homo_ev": -8.0009}

***

Entry 6:
{"formula": "C4H6O2", "method": "ωB97M-V with the def2-TZVPD basis set", "symbols": ["C", "C", "C", "O", "C", "O", "H", "H", "H", "H", "H", "H"], "xyz": [[-1.133, -0.219, -0.973], [-0.238, -0.345, 0.196], [1.252, -0.469, 0.147], [1.376, 0.416, 1.261], [0.104, 1.334, 0.988], [-0.041, 2.346, 1.600], [-1.342, -1.198, -1.408], [-2.068, 0.229, -0.629], [-0.671, 0.427, -1.724], [-0.611, -0.957, 1.031], [1.700, -0.077, -0.783], [1.673, -1.488, 0.293]], "e_above_lowest_kcal_mol": 66.41, "largest_force_ev_per_a": 4.48, "total_charge": 0, "spin_multiplicity": 1, "smiles": "C[C@H]1COC1=O", "e_homo_ev": -9.5157}

***

Entry 7:
{"formula": "C18H18ClFeO7", "method": "ωB97M-V with the def2-TZVPD basis set", "symbols": ["Fe", "O", "C", "C", "O", "C", "C", "O", "C", "O", "O", "C", "C", "C", "C", "O", "H", "H", "H", "H", "H", "H", "H", "H", "H", "C", "C", "O", "H", "H", "H", "Cl", "C", "C", "C", "C", "C", "C", "C", "H", "H", "H", "H", "H", "H"], "xyz": [[0.508, 0.571, 1.071], [5.034, -3.465, 0.806], [4.130, -2.665, 0.856], [3.086, -2.580, 1.945], [3.014, -3.296, 2.933], [2.223, -1.475, 1.551], [2.632, -0.934, 0.306], [1.979, 0.016, -0.216], [3.865, -1.565, -0.146], [4.559, -1.277, -1.107], [1.232, -0.967, 2.156], [-1.965, 3.362, 0.141], [-2.230, 2.083, 0.948], [-3.578, 1.491, 0.526], [-2.279, 2.444, 2.441], [-1.237, 1.159, 0.700], [-2.774, 4.093, 0.259], [-1.861, 3.109, -0.918], [-1.027, 3.810, 0.481], [-4.399, 2.198, 0.701], [-3.764, 0.578, 1.099], [-3.548, 1.225, -0.535], [-3.004, 3.244, 2.640], [-1.285, 2.762, 2.762], [-2.554, 1.560, 3.023], [2.596, 2.855, 0.973], [1.444, 2.128, 1.630], [1.049, 2.483, 2.741], [2.592, 3.910, 1.265], [2.565, 2.741, -0.111], [3.515, 2.383, 1.332], [-1.371, -5.053, -1.778], [-0.952, -3.446, -2.339], [-0.611, -3.294, -3.664], [-0.274, -2.038, -4.166], [-0.285, -0.940, -3.299], [-0.626, -1.092, -1.978], [-0.980, -2.359, -1.416], [-1.323, -2.464, -0.073], [-0.600, -4.163, -4.309], [0.008, -1.927, -5.205], [-0.008, 0.040, -3.668], [-0.629, -0.251, -1.299], [-1.543, -3.415, 0.389], [-1.324, -1.577, 0.551]], "e_above_lowest_kcal_mol": 5.59, "largest_force_ev_per_a": 1.76, "total_charge": -2, "spin_multiplicity": 2, "e_homo_ev": [-0.9322, -0.9313]}